# C26H23N5O2PtS2

A structure of composition C26H23N5O2PtS2 in a non-equilibrium geometry (ωB97M-V/def2-TZVPD, OMol25).

```
! RIJCOSX wB97M-V def2-TZVPD def2/J DEFGRID3
* xyz 0 1
Pt -0.692 -0.008 0.098
C -1.460 -1.027 5.060
S -1.170 0.734 4.699
C -1.193 0.745 2.956
S -1.717 -0.695 2.089
N -0.850 1.833 2.348
N -0.822 1.796 1.028
C -0.918 2.901 0.269
C -1.454 2.750 -1.016
C -1.508 3.773 -1.997
C -2.158 3.544 -3.178
C -2.782 2.308 -3.394
C -2.644 1.330 -2.427
N -1.998 1.527 -1.298
H -1.449 -1.127 6.141
H -0.663 -1.618 4.618
H -2.424 -1.334 4.663
H -0.717 3.868 0.709
H -1.013 4.710 -1.799
H -2.199 4.310 -3.939
H -3.348 2.119 -4.289
H -3.078 0.350 -2.564
O 0.584 -3.591 -1.402
C 0.303 -2.674 -0.656
O -0.710 -1.910 -0.780
C 1.189 -2.413 0.566
C 1.886 -3.472 1.175
C 2.600 -3.217 2.316
C 2.628 -1.909 2.848
C 3.286 -1.573 4.046
C 3.289 -0.281 4.498
C 2.660 0.731 3.758
C 2.008 0.441 2.589
C 1.946 -0.888 2.130
N 1.242 -1.187 1.021
H 1.824 -4.450 0.724
H 3.151 -3.996 2.825
H 3.788 -2.359 4.593
H 3.794 -0.028 5.416
H 2.699 1.748 4.115
H 1.545 1.221 2.003
C 2.541 2.423 -0.919
C 2.038 2.057 -2.278
C 2.502 2.626 -3.436
C 2.042 2.206 -4.683
C 1.130 1.164 -4.772
C 0.637 0.540 -3.650
C -0.227 -0.668 -3.736
C 1.026 1.029 -2.348
N 0.520 0.547 -1.271
H 3.370 3.124 -0.974
H 2.869 1.521 -0.401
H 1.738 2.862 -0.327
H 3.240 3.414 -3.382
H 2.421 2.668 -5.580
H 0.802 0.821 -5.744
H -0.726 -0.721 -4.700
H -0.957 -0.687 -2.929
H 0.384 -1.564 -3.613
*
```

The LUMO energy (spin up / spin down) comes out at -2.054 / -1.887 eV. As for the relative energy (zero: lowest compared OMol25 entry of this formula, charge and spin): 0.910 eV. For the calculated total energy, the calculation gives -63794.5194 eV. The highest occupied orbital energy (spin up / spin down) is -6.48 / -6.66 eV. As for the HOMO-LUMO gap (spin up / spin down): 0.16263 / 0.17522 hartree.

Atomic partial charges in e from the Löwdin method, atoms 1 to 5: number 1, Pt, carries 1.077; number 2, C, carries -0.421; number 3, S, carries 0.858; number 4, C, carries -1.052; number 5, S, carries 0.609